Computed, not measured: a 2-piece molecular cluster, C11H22BN3O5 overall in a non-equilibrium geometry, with wB97M-V/def2-TZVPD.

## Properties
E = -997.4573 Eh
LUMO energy = -1.97 eV
relative energy (zero: lowest compared OMol25 entry of this formula, charge and spin) = 9.416 eV

Atoms and positions in Å:
1 H -0.9040 -2.0687 1.7271
2 H 2.0043 -3.2917 0.8166
3 N 2.3950 2.5802 -0.0368
4 N 3.7043 3.0198 -0.2642
5 H 3.1666 -0.9334 -0.7013
6 H 3.8065 3.3623 -1.2306
7 H -2.0359 -0.3363 0.1005
8 C -0.8379 -0.9576 -1.7719
9 H 0.0785 -1.6337 -1.9448
10 H 1.5800 -4.1967 -0.7696
11 O 3.5566 -0.0515 -0.8841
12 H 0.0456 0.6412 -3.0410
13 C 1.3507 -3.2716 -0.1326
14 C 0.5441 2.4614 1.3540
15 H -4.2169 -0.9324 3.8824
16 C 1.6488 1.8654 -0.9971
17 H 3.7646 3.8798 0.3207
18 H 0.5510 -1.2539 0.7886
19 C -1.4740 -1.2245 -0.3355
20 O 2.3385 1.6131 -2.2409
21 H -1.5526 1.4437 0.7192
22 C -3.8875 -0.7744 2.8461
23 O -0.0586 -3.1784 0.1348
24 C 0.2088 1.3485 -0.9351
25 H 1.7147 -2.3694 -0.7545
26 B 3.0642 0.3705 -2.1817
27 N 1.8635 2.8641 1.1450
28 C -0.5854 0.5866 -2.0765
29 H -1.6093 -1.3164 -2.5525
30 H 0.1189 2.7618 2.3800
31 H -4.9982 1.0286 2.7409
32 H 4.2572 -0.8358 -3.1070
33 C -3.9623 0.7254 2.4912
34 H -1.5486 1.1715 -2.3195
35 H -3.3844 1.2385 3.2874
36 H -4.5360 -1.3772 2.2018
37 H -2.8651 -1.1607 2.7660
38 C -0.4069 -1.8669 0.7070
39 O 3.3756 -0.4459 -3.3342
40 O -3.5532 0.8691 1.2226
41 C -0.4608 1.7033 0.4575
42 H -2.2602 -2.0576 -0.4783

Atoms 1-6, force components in eV/Å:
0.89 0.59 -1.55
-1.06 -0.07 -1.20
-3.64 -1.81 -1.72
-0.10 1.23 0.28
0.64 0.47 0.01
-0.39 -0.56 0.30

***

Computed, not measured: C11H22LaNO3 as an isolated structure in a non-equilibrium geometry, with wB97M-V/def2-TZVPD.

## Properties
charge = +2
E = -743.5120 Eh
LUMO energy = -11.30 eV

Atoms and positions in Å:
1 H 3.3507 1.5765 -1.4445
2 C -3.6860 0.7911 -1.1380
3 H -3.8319 0.0380 -1.9971
4 C 3.7043 0.3556 0.2561
5 O 2.3821 -1.4403 -1.1862
6 H -1.6931 0.5800 0.0154
7 H 0.9468 0.5769 0.0385
8 H -4.7463 1.0123 -0.7162
9 O -3.0578 2.0382 -1.5539
10 H -1.7274 2.7078 -3.1412
11 H 3.0625 0.5514 2.4745
12 H -1.9142 -3.1402 1.3949
13 C -0.3122 -1.5883 1.1602
14 H 2.6103 -1.0318 1.6384
15 C 3.5989 -0.8284 -0.8628
16 H 0.3899 -0.4808 3.0880
17 H 2.9662 2.3412 0.0450
18 C -2.7823 0.1716 0.0837
19 H -2.2266 0.8671 -3.1912
20 H -0.0890 -1.3219 0.0480
21 La 5.1189 -0.0072 -3.3850
22 H -2.4149 -1.8859 -0.9040
23 H -3.8772 -1.8530 0.2773
24 O 4.7560 -1.1357 -1.4765
25 C 1.1544 0.6072 1.1791
26 H -3.2425 0.6209 1.0543
27 C 0.0305 -0.2520 2.0159
28 C -1.9628 1.7703 -2.5038
29 H 0.3978 -2.4303 1.4943
30 H -1.0540 1.4518 -1.8700
31 H -0.9027 0.4202 2.1075
32 N 3.5834 1.6743 -0.4444
33 C -1.8889 -1.9761 1.3264
34 H 1.0221 1.7029 1.5621
35 H 4.7711 0.3048 0.7215
36 C 2.6674 0.1223 1.4684
37 C -2.8039 -1.4414 0.0837
38 H -2.2999 -1.4691 2.2814

Atoms 1-6, force components in eV/Å:
-0.90 0.33 1.09
0.14 -0.36 1.40
0.48 1.17 1.09
0.50 -0.99 1.02
8.34 4.02 1.22
-1.93 -0.79 -0.07

***

Computed, not measured: an isolated ion of composition C11H22N3O2S and charge +1, with wB97M-V/def2-TZVPD.

## Properties
charge = +1
SMILES = CCC[C@H]1CN(S)CC[N@H+]1N(C(C)=O)C(C)=O
E = -1144.9686 Eh
LUMO energy = -3.01 eV
relative energy (zero: lowest compared OMol25 entry of this formula, charge and spin) = 0.000 eV

Atoms and positions in Å:
1 H -0.5913 1.6482 -0.9200
2 C -1.6363 1.4158 2.1373
3 H 2.3975 2.0300 0.8599
4 C -0.6264 0.3781 1.6067
5 H -2.2465 1.3816 -0.4233
6 H 2.9813 -3.6571 0.7059
7 O 3.4410 -1.5602 -0.6925
8 H -1.7725 1.2147 3.2035
9 C -1.1606 2.8630 1.9905
10 H 0.3791 0.7997 1.6182
11 H -0.0261 -1.9593 0.2703
12 H -0.0575 -2.6257 -1.7637
13 C -0.9809 -0.1632 0.2185
14 C -1.3601 0.8812 -0.8209
15 H 0.7294 -1.1476 -2.3228
16 N -1.6751 0.3333 -2.1570
17 C -1.4460 -1.1044 -2.2765
18 N 1.4633 -0.7254 0.0249
19 H -1.2388 3.2361 0.9666
20 H 1.3921 -3.6652 -0.0765
21 H -3.4074 1.8698 -2.3978
22 N 0.1099 -1.1129 -0.2852
23 H -1.7455 3.5242 2.6338
24 C 2.4186 -1.7876 -0.1133
25 O 1.4729 0.9248 -1.5961
26 C 2.9244 1.2632 0.2820
27 C -0.0996 -1.5329 -1.7355
28 H -0.6204 -0.4767 2.2944
29 H 1.5532 -2.9103 1.5103
30 C 2.0695 -3.0825 0.5616
31 S -3.3614 0.5466 -2.5902
32 H -0.1193 2.9551 2.3163
33 H 3.6633 1.7298 -0.3670
34 H 3.4127 0.5945 0.9913
35 H -2.6209 1.2819 1.6817
36 H -2.2432 -1.7013 -1.7992
37 C 1.9231 0.5447 -0.5567
38 H -1.4494 -1.3807 -3.3353
39 H -1.8461 -0.8234 0.3558

Atoms 1-6, force components in eV/Å:
0.00 -0.11 -0.03
0.18 0.07 0.29
0.04 0.02 -0.14
-0.21 -0.21 -0.08
0.10 -0.10 0.02
-0.08 0.02 0.02

***

no.,HOMO level (eV)
1,-5.75
2,-13.09
3,-11.67